1.
The following is a DFT calculation (wB97M-V/def2-TZVPD) of one molecule with the formula C17H20N2O3.

* LUMO: 0.682 eV
* total energy: -995.024358 hartree
* SMILES string: COCCNC(=O)COc1ccc(Nc2ccccc2)cc1
* energy relative to the best compared isomer or geometry (same formula, charge and spin): 2.196 eV
* HOMO level: -7.48 eV

Element x y z (Å)
C1 4.49553 -4.27379 1.01999
H1 3.69267 -5.01994 1.07302
O1 4.60037 -3.55828 2.23081
C2 3.40745 -2.97384 2.67725
C3 2.87000 -1.84020 1.77902
N1 1.86500 -2.29068 0.84644
C4 2.02928 -2.31180 -0.48759
O2 3.04893 -1.98760 -1.05998
C5 0.80032 -2.82866 -1.24431
O3 -0.40789 -2.70061 -0.53563
C6 -0.94794 -1.44023 -0.40495
C7 -2.21625 -1.37932 0.16832
C8 -2.84740 -0.16760 0.33839
C9 -2.23338 1.02298 -0.06129
C10 -0.94784 0.95509 -0.59454
C11 -0.31292 -0.26126 -0.77119
H2 0.68549 -0.26901 -1.17982
H3 -0.42360 1.86210 -0.84994
N2 -2.89480 2.22024 0.14940
C12 -2.74349 3.42470 -0.51552
C13 -3.18011 4.59316 0.11315
C14 -3.06971 5.81528 -0.51865
C15 -2.52726 5.89895 -1.79049
C16 -2.11807 4.74142 -2.43101
C17 -2.22821 3.51262 -1.80906
H4 -1.94247 2.61531 -2.33525
H5 -1.71714 4.79247 -3.43283
H6 -2.43573 6.85546 -2.28183
H7 -3.40815 6.70867 -0.01443
H8 -3.60753 4.53140 1.10468
H9 -3.60399 2.20600 0.86727
H10 -3.83142 -0.13468 0.78393
H11 -2.69325 -2.29908 0.46833
H12 0.93229 -3.90386 -1.40548
H13 0.75529 -2.33847 -2.22393
H14 0.97734 -2.59700 1.21806
H15 2.44117 -1.05327 2.40630
H16 3.69260 -1.42207 1.19412
H17 3.65244 -2.57036 3.66232
H18 2.62409 -3.74140 2.79421
H19 5.44944 -4.77978 0.88615
H20 4.31887 -3.61303 0.16656



2.
The following is a DFT calculation (wB97M-V/def2-TZVPD) of one molecule with the formula C17H20N2O9 at a distorted geometry.

* LUMO: -0.550 eV
* total energy: -1446.409059 hartree
* SMILES string: CC(=O)O[C@@H]1[C@@H](OC(C)=O)[C@@H](Nc2ccc([N+](=O)[O-])cc2)OC[C@H]1OC(C)=O
* energy relative to the best compared isomer or geometry (same formula, charge and spin): 0.000 eV
* HOMO level: -9.14 eV

Element x y z (Å)
O1 -3.33339 2.46349 0.37301
O2 2.82506 1.89476 -0.75890
O3 -3.62849 -0.53599 -3.65372
O4 5.65902 -4.43737 2.31839
O5 4.77242 -3.99197 4.25232
O6 0.20233 -1.26589 -1.64479
O7 -1.55397 2.52693 -1.11110
O8 0.79189 1.87573 0.27479
O9 -3.27506 0.02899 -1.43197
C1 -2.65288 3.04768 -0.47073
C2 2.13715 2.12090 0.19166
C3 -4.01923 -0.41216 -2.48612
C4 2.46678 -2.52498 0.43984
C5 1.98336 -1.51560 2.57441
C6 3.42559 -3.31763 1.06163
C7 2.99816 -2.25424 3.14078
C8 1.70449 -1.64204 1.21821
C9 3.74759 -3.14703 2.40362
N1 0.63705 -0.91065 0.66210
N2 4.78661 -3.87844 3.01799
C10 -3.06072 4.44551 -0.86744
C11 2.83139 2.53945 1.45311
C12 -5.47465 -0.70383 -2.20468
C13 0.77535 -0.38429 -0.68198
C14 -1.22568 -1.29170 -1.53351
C15 -1.24927 1.15264 -0.73068
C16 0.27617 1.07176 -0.79923
C17 -1.85061 0.13137 -1.69704
H1 2.22429 -2.72513 -0.59574
H2 1.44837 -0.78554 3.17572
H3 4.04170 -4.01702 0.49904
H4 3.15572 -2.10611 4.19759
H5 0.10429 -0.34814 1.31095
H6 -2.89095 4.54212 -1.94041
H7 -2.41099 5.18556 -0.35032
H8 -4.10550 4.70444 -0.64901
H9 3.36392 3.50292 1.30688
H10 2.08583 2.67472 2.23367
H11 3.54811 1.76175 1.79207
H12 -5.95772 0.24763 -1.90397
H13 -5.97720 -1.15360 -3.09453
H14 -5.52437 -1.34886 -1.31801
H15 1.85936 -0.35613 -0.86139
H16 -1.52035 -1.72497 -0.57451
H17 -1.54578 -1.93845 -2.29128
H18 -1.59578 0.89784 0.25672
H19 0.63889 1.47803 -1.77733
H20 -1.63831 0.42354 -2.72611



3.
The following is a DFT calculation (wB97M-V/def2-TZVPD) of one molecule with the formula C17H20N2OS.

* LUMO: 0.785 eV
* total energy: -1242.782138 hartree
* SMILES string: Cc1ccc(NC(=O)NCCSc2ccc(C)cc2)cc1
* energy relative to the best compared isomer or geometry (same formula, charge and spin): 0.198 eV
* HOMO level: -8.11 eV

Element x y z (Å)
C1 2.35882 -2.84002 4.61431
C2 1.39211 -3.02198 3.48407
C3 0.97722 -1.94869 2.70843
C4 0.07523 -2.11471 1.67309
C5 -0.42244 -3.38093 1.37394
C6 -0.02909 -4.45802 2.16658
C7 0.86335 -4.27719 3.20339
H1 1.15954 -5.12514 3.80415
H2 -0.42938 -5.44035 1.96054
N1 -1.34475 -3.59927 0.34539
C8 -1.42257 -3.04795 -0.91457
O1 -2.38091 -3.26995 -1.62727
N2 -0.34190 -2.32660 -1.31797
H3 0.39801 -2.13781 -0.66110
C9 -0.39854 -1.51374 -2.50445
C10 -0.87211 -0.09177 -2.21157
H4 -1.85761 -0.11704 -1.74534
H5 -0.89886 0.49627 -3.12781
S1 0.30413 0.72221 -1.06289
C11 0.01904 2.44524 -1.35094
C12 -1.18001 2.94564 -1.83792
C13 -1.32376 4.30687 -2.03034
C14 -0.29593 5.19298 -1.73092
C15 0.89117 4.67799 -1.22504
C16 1.05294 3.31948 -1.03801
H6 1.97950 2.92360 -0.65075
H7 1.70384 5.34642 -0.97976
C17 -0.47994 6.66436 -1.94482
H8 -0.76471 6.86692 -2.97641
H9 0.43505 7.20734 -1.72271
H10 -1.27305 7.04388 -1.30111
H11 -2.25870 4.68783 -2.41604
H12 -2.00514 2.28812 -2.06354
H13 0.59246 -1.49098 -2.96475
H14 -1.11064 -1.98811 -3.18576
H15 -2.01062 -4.34482 0.49278
H16 -0.25860 -1.24821 1.12219
H17 1.35354 -0.95825 2.91936
H18 3.12673 -3.61111 4.59069
H19 1.83919 -2.91702 5.56964
H20 2.83740 -1.86545 4.56325



4.
The following is a DFT calculation (wB97M-V/def2-TZVPD) of one molecule with the formula C17H20N4O4 at a distorted geometry.

* LUMO: 0.082 eV
* total energy: -1179.819615 hartree
* SMILES string: O=C(CNC(=O)C1CCCCC1)OCn1nnc2ccccc2c1=O
* energy relative to the best compared isomer or geometry (same formula, charge and spin): 2.255 eV
* HOMO level: -9.21 eV

Element x y z (Å)
O1 3.67318 0.57487 -2.89789
C1 3.05980 0.80209 -1.89855
O2 2.70143 -0.13093 -0.99208
C2 2.47049 -1.44969 -1.44465
N1 1.03937 -1.63960 -1.47304
N2 0.50861 -2.13094 -0.34617
N3 -0.71423 -2.18757 -0.16788
C3 -1.59298 -1.70123 -1.10796
C4 -2.96529 -1.73847 -0.84175
C5 -3.84731 -1.22751 -1.76644
C6 -3.38622 -0.67381 -2.96097
C7 -2.03667 -0.62782 -3.23538
C8 -1.13032 -1.14517 -2.31303
C9 0.31017 -1.08591 -2.53980
O3 0.87578 -0.64796 -3.51275
H1 -1.65389 -0.19671 -4.14735
H2 -4.09464 -0.27519 -3.67165
H3 -4.90832 -1.25009 -1.56550
H4 -3.30041 -2.16315 0.09140
H5 2.89743 -2.14664 -0.72082
H6 2.88485 -1.58014 -2.45116
C10 2.56590 2.17968 -1.46553
N4 1.93543 2.17872 -0.16894
C11 0.73805 1.55261 0.01377
O4 0.04602 1.19381 -0.91645
C12 0.35456 1.37101 1.47263
C13 -1.13904 1.07132 1.59864
C14 -1.52447 0.82641 3.05261
C15 -0.70893 -0.32596 3.62960
C16 0.78100 -0.01916 3.52422
C17 1.17068 0.21387 2.06783
H7 0.97346 -0.69445 1.49524
H8 2.24038 0.42687 1.99724
H9 1.01294 0.87195 4.11372
H10 1.36291 -0.84990 3.92766
H11 -0.98275 -0.49280 4.67339
H12 -0.92644 -1.23765 3.06977
H13 -2.59010 0.59853 3.11493
H14 -1.34170 1.73183 3.63730
H15 -1.71325 1.90314 1.18557
H16 -1.36920 0.18560 1.00466
H17 0.59158 2.29370 2.01549
H18 2.53910 2.27948 0.63177
H19 1.81286 2.45894 -2.21248
H20 3.38019 2.90402 -1.49923



5.
The following is a DFT calculation (wB97M-V/def2-TZVPD) of one molecule with the formula C17H20N4O5S3 at a distorted geometry.

* LUMO: 0.250 eV
* total energy: -2449.585995 hartree
* SMILES string: CCOC(=O)CSc1nnc(NC(=O)c2cccc(S(=O)(=O)N3CCCC3)c2)s1
* energy relative to the best compared isomer or geometry (same formula, charge and spin): 0.146 eV
* HOMO level: -8.52 eV

Element x y z (Å)
C1 5.59970 0.86529 -2.28815
C2 4.30957 0.16938 -1.87850
H1 4.52854 -0.72920 -1.29361
H2 3.70617 -0.09230 -2.74955
O1 3.47054 1.02563 -1.09861
C3 3.75380 1.12447 0.19390
O2 4.69353 0.61630 0.74230
C4 2.73690 2.02123 0.87883
H3 1.80564 2.05762 0.31320
H4 3.14858 3.01962 1.02574
S1 2.35635 1.38707 2.53201
C5 1.84759 -0.18122 2.06236
N1 2.02449 -0.67790 0.88480
N2 1.52022 -1.88637 0.72922
C6 0.93598 -2.35774 1.77247
N3 0.21818 -3.52561 1.79836
C7 -0.63764 -3.95415 0.80294
O3 -1.13389 -5.05221 0.84204
C8 -0.88336 -2.93658 -0.25929
C9 -0.75627 -3.27555 -1.60156
C10 -0.89424 -2.30796 -2.58385
C11 -1.13302 -0.98853 -2.23243
C12 -1.29438 -0.66952 -0.89808
C13 -1.20339 -1.62744 0.08648
H5 -1.36697 -1.32841 1.11064
S2 -1.47474 1.02103 -0.34461
O4 -0.33470 1.33813 0.47220
O5 -1.73674 1.86678 -1.47638
N4 -2.79659 0.86680 0.67578
C14 -2.83040 1.78513 1.80533
H6 -1.81870 2.12919 2.01163
H7 -3.21633 1.24577 2.67679
C15 -3.79417 2.88694 1.37303
H8 -4.18785 3.45588 2.21225
H9 -3.28840 3.56278 0.68253
C16 -4.86883 2.08527 0.63843
H10 -5.58560 1.68061 1.35380
H11 -5.40660 2.67948 -0.09654
C17 -4.07767 0.94216 -0.02005
H12 -3.88427 1.14476 -1.07550
H13 -4.59241 -0.01847 0.06723
H14 -1.19546 -0.20202 -2.96791
H15 -0.78762 -2.57843 -3.62312
H16 -0.52817 -4.29739 -1.86353
H17 0.30683 -4.13118 2.60534
S3 0.99976 -1.25529 3.16497
H18 6.18987 1.10253 -1.40664
H19 5.37809 1.78470 -2.82482
H20 6.17814 0.20891 -2.93189